No. 1
{
  "formula": "C36H53N2O7SSi2Ti",
  "method": "ωB97M-V with the def2-TZVPD basis set",
  "species": ["Ti", "C", "N", "C", "C", "O", "C", "O", "C", "C", "O", "N", "C", "C", "H", "H", "H", "H", "H", "H", "H", "H", "H", "H", "H", "H", "H", "H", "H", "H", "C", "C", "C", "O", "C", "O", "O", "H", "H", "H", "H", "H", "H", "H", "C", "Si", "C", "C", "C", "C", "C", "C", "C", "Si", "C", "C", "H", "H", "H", "H", "H", "H", "H", "H", "H", "H", "H", "H", "H", "H", "H", "H", "O", "S", "C", "C", "C", "C", "C", "C", "C", "C", "C", "C", "C", "C", "C", "C", "H", "H", "H", "H", "H", "H", "H", "H", "H", "H", "H", "H", "H", "H"],
  "xyz": [[0.262975, 0.660312, -0.328535], [0.377965, 2.992191, -4.432452], [-0.451532, 1.786506, -4.364776], [-0.516708, 1.001155, -5.592468], [-0.851580, 1.319983, -3.196560], [-0.667858, 1.910184, -2.116585], [-1.612955, 0.001514, -3.145374], [-1.899132, -0.306585, -1.798438], [-3.023056, 0.339376, -1.234029], [-2.648063, 0.893889, 0.123866], [-1.438397, 0.956509, 0.438753], [-3.556895, 1.327970, 0.944393], [-3.179461, 1.870897, 2.259249], [-4.988700, 1.315471, 0.661922], [-0.006583, 3.648908, -5.212018], [1.404774, 2.708963, -4.664977], [0.353681, 3.504561, -3.478441], [-0.779953, 1.657301, -6.419650], [-1.265381, 0.216215, -5.527972], [0.458170, 0.552649, -5.791815], [-0.980858, -0.803170, -3.514582], [-2.525106, 0.044908, -3.740608], [-3.818111, -0.391323, -1.118179], [-3.369541, 1.164145, -1.857622], [-2.102292, 1.926872, 2.357279], [-3.584902, 1.230706, 3.043135], [-3.601450, 2.869101, 2.366180], [-5.205402, 0.912776, -0.321382], [-5.370288, 2.333643, 0.716283], [-5.499555, 0.713754, 1.408374], [4.473382, 1.672680, -2.393698], [3.583809, 0.700328, -1.650405], [4.283474, -0.626783, -1.374018], [3.102500, 1.261579, -0.427273], [2.313169, 0.398054, -2.442942], [2.258395, 0.467167, -3.642055], [1.299832, -0.004644, -1.674318], [5.416114, 1.802415, -1.857534], [3.981337, 2.643503, -2.478076], [4.680216, 1.299195, -3.397007], [5.174249, -0.455461, -0.765835], [4.587255, -1.106233, -2.307808], [3.616888, -1.297191, -0.826077], [3.834475, 1.398634, 0.182491], [-1.014034, 4.144741, 0.009459], [0.562854, 3.146337, 0.276271], [1.915471, 4.210139, -0.488023], [0.859896, 3.210808, 2.146036], [0.891908, 4.454088, 2.798358], [1.110311, 4.547518, 4.165647], [1.304015, 3.387483, 4.911522], [1.284542, 2.153325, 4.279213], [1.063056, 2.042311, 2.898065], [1.156307, 0.341726, 2.063065], [0.046845, -0.790778, 3.082900], [2.932870, -0.188840, 2.461932], [-0.907143, 5.126590, 0.478783], [-1.893004, 3.656495, 0.449107], [-1.212464, 4.294640, -1.057112], [1.671971, 5.267645, -0.333690], [2.027815, 4.042919, -1.566938], [2.879398, 4.006916, -0.013657], [0.752679, 5.370116, 2.224844], [1.135880, 5.518083, 4.649220], [1.477001, 3.449535, 5.980849], [1.455169, 1.256916, 4.873538], [0.289052, -0.694020, 4.146043], [0.178630, -1.838991, 2.795357], [-1.010620, -0.532922, 2.947933], [2.946984, -0.691268, 3.436033], [3.567251, 0.699605, 2.543514], [3.388144, -0.865792, 1.731179], [-0.126295, -1.589644, -0.008876], [-0.379374, -2.698821, -1.011998], [1.185192, -3.616186, -1.166670], [1.700943, -4.222366, 0.105246], [1.730979, -5.605047, 0.262358], [2.206250, -6.168827, 1.438955], [2.646247, -5.353407, 2.473165], [2.613655, -3.971644, 2.325617], [2.150358, -3.409343, 1.145164], [-1.291011, -3.948442, -0.073369], [-2.695161, -3.495784, 0.221221], [-3.690242, -3.609693, -0.749308], [-4.996921, -3.235210, -0.467920], [-5.317398, -2.724709, 0.786347], [-4.322877, -2.577129, 1.745956], [-3.016247, -2.960248, 1.464131], [1.866218, -2.867738, -1.576362], [0.985072, -4.371033, -1.931900], [1.388259, -6.248132, -0.543602], [2.236390, -7.246726, 1.547341], [3.025720, -5.793746, 3.387036], [2.955755, -3.328361, 3.128327], [2.127496, -2.334470, 1.025616], [-0.704339, -4.099245, 0.833125], [-1.286571, -4.854254, -0.685657], [-3.446698, -4.026750, -1.722128], [-5.769353, -3.361010, -1.218213], [-6.344357, -2.466738, 1.017781], [-4.567359, -2.188613, 2.729377], [-2.244018, -2.864632, 2.221373]],
  "forces_ev_per_angstrom": [[0.0, -0.4, -0.5], [-0.1, -0.2, 0.0], [0.2, 0.2, -0.2], [0.0, 0.1, 0.1], [-0.1, 0.0, 0.2], [0.2, 0.1, 0.1], [0.0, 0.0, 0.2], [-0.1, 0.1, 0.1], [0.3, -0.2, -0.2], [0.3, -0.1, -0.4], [-1.1, -0.1, 0.6], [-0.7, 0.3, 0.7], [-0.1, 0.0, 0.0], [0.1, 0.1, 0.0], [0.0, 0.0, 0.0], [0.0, 0.0, 0.0], [0.0, 0.0, 0.1], [0.0, 0.0, 0.0], [0.0, 0.1, 0.0], [0.0, 0.0, 0.0], [0.0, -0.1, 0.0], [-0.1, 0.0, -0.1], [-0.2, -0.2, 0.0], [-0.1, 0.1, -0.1], [0.1, 0.0, 0.0], [0.0, 0.0, 0.0], [0.0, 0.0, 0.0], [0.0, 0.0, 0.0], [0.0, 0.0, 0.0], [0.0, -0.1, 0.1], [0.0, 0.1, -0.1], [-0.1, 0.0, 0.3], [0.0, -0.1, -0.1], [0.0, 0.0, -0.1], [-0.2, -0.1, 0.5], [-0.2, -0.1, -0.3], [1.2, -0.4, -1.6], [0.0, 0.0, 0.0], [0.0, 0.0, 0.0], [0.0, 0.0, 0.1], [0.0, 0.0, 0.0], [0.0, 0.0, 0.1], [0.0, 0.0, 0.0], [0.1, 0.0, 0.0], [-0.4, -0.2, -0.2], [0.4, 0.1, 0.9], [0.2, -0.1, -0.3], [0.0, 0.1, 0.2], [0.0, 0.0, 0.1], [0.0, 0.0, -0.1], [0.0, 0.0, 0.0], [0.0, 0.0, 0.0], [-0.1, 0.1, 0.1], [0.2, 0.8, 0.4], [-0.2, -0.2, -0.1], [0.2, -0.2, -0.3], [0.0, 0.0, 0.0], [0.1, 0.1, 0.0], [0.0, 0.0, 0.1], [0.0, -0.1, 0.0], [0.0, 0.1, 0.1], [-0.1, 0.0, -0.1], [0.0, -0.1, 0.1], [0.0, -0.1, 0.0], [0.0, 0.0, -0.1], [0.0, 0.1, 0.0], [0.0, 0.0, -0.1], [0.0, 0.1, 0.0], [0.1, -0.1, 0.0], [0.0, 0.1, -0.1], [0.0, -0.1, 0.0], [0.0, 0.1, 0.1], [-0.1, -0.1, 0.2], [0.2, 0.2, 0.1], [0.0, 0.1, 0.1], [0.1, 0.0, 0.0], [0.0, 0.0, 0.0], [0.0, 0.0, 0.0], [0.0, 0.0, 0.0], [0.0, 0.0, 0.0], [0.0, 0.0, -0.1], [-0.1, 0.2, 0.0], [0.0, 0.1, -0.1], [0.0, 0.0, 0.0], [0.0, 0.0, 0.0], [0.0, 0.0, 0.0], [0.0, 0.0, 0.0], [0.0, 0.0, 0.0], [0.0, 0.0, -0.1], [0.1, 0.0, 0.0], [0.0, 0.0, 0.1], [0.0, 0.1, 0.0], [0.0, 0.0, 0.0], [0.0, 0.0, -0.1], [0.0, 0.0, 0.0], [-0.1, -0.1, 0.0], [0.1, 0.0, 0.1], [0.0, 0.0, 0.1], [0.0, 0.0, 0.0], [0.1, 0.0, 0.0], [0.0, 0.0, -0.1], [-0.1, 0.0, -0.1]],
  "mulliken_charge": [-0.475, -0.883, 0.177, -0.937, 0.496, -0.546, -1.673, -0.280, -1.706, 1.198, -0.007, 0.435, -0.983, -1.122, 0.402, 0.299, 0.133, 0.335, 0.400, 0.251, 0.697, 0.672, 0.286, 0.695, 0.243, 0.348, 0.338, 0.417, 0.350, 0.363, -1.781, 1.974, -1.612, -0.409, -0.723, -0.621, 0.393, 0.436, 0.309, 0.374, 0.505, 0.388, 0.214, 0.252, -1.407, 2.280, -1.354, 0.412, -0.778, -0.842, -0.856, -0.770, 0.751, 1.809, -1.130, -1.657, 0.535, 0.179, 0.235, 0.503, 0.195, 0.315, 0.280, 0.410, 0.422, 0.279, 0.585, 0.134, 0.143, 0.510, 0.480, 0.398, -0.957, 0.901, -0.880, -0.282, -0.351, -0.782, -0.560, -1.084, 1.453, -1.693, 0.298, -0.122, -0.784, -0.571, -0.674, -0.060, 0.035, 0.692, 0.411, 0.391, 0.424, 0.413, -0.234, 0.476, 0.759, 0.420, 0.434, 0.460, 0.489, 0.290],
  "gap_ev": 8.0,
  "multiplicity": 1,
  "charge": 1
}

***

No. 2
{
  "formula": "C3H6S",
  "method": "ωB97M-V with the def2-TZVPD basis set",
  "species": ["C", "C", "C", "H", "H", "H", "H", "H", "H", "S"],
  "xyz": [[-0.860709, -0.276654, 1.751077], [0.456298, -0.242022, -0.916202], [0.824152, 0.364057, -2.042639], [-1.142443, -1.462637, 2.192333], [0.313524, 0.026647, 1.945295], [-1.831228, 0.638362, 2.208420], [0.857253, -1.232836, -0.408026], [0.456490, 1.587064, -2.543695], [1.974649, 0.353821, -2.283834], [-1.047986, 0.244199, 0.097271]],
  "forces_ev_per_angstrom": [[0.1, 0.3, 3.0], [-1.6, -1.6, 2.3], [2.6, 4.5, -0.8], [0.8, 3.6, -1.6], [-3.2, -0.8, 0.7], [3.5, -3.1, -0.7], [-0.1, 2.3, -1.5], [0.4, -4.3, 2.0], [-2.4, -1.0, -0.1], [0.0, 0.0, -3.1]],
  "mulliken_charge": [-0.696, -0.188, -0.519, 0.253, 0.253, 0.237, 0.278, 0.207, 0.221, -0.046],
  "gap_ev": 9.1,
  "multiplicity": 1,
  "charge": 0
}